## w
C5H11P | ωB97M-V with the def2-TZVPD basis set

Properties
Lowest unoccupied orbital energy (spin up / spin down) in eV: 0.13 / 0.77
Frontier orbital gap (spin up / spin down) in eV: 7.4 / 8.2
Total charge: 0
Multiplicity: 1

```
17
Properties=species:S:1:pos:R:3:mulliken_charge:R:1
C -0.58 -0.84 -0.62 -0.823
C 0.88 -1.00 -1.12 -0.422
C -0.76 0.37 0.17 0.961
C -0.09 0.44 1.49 -1.838
C -1.24 1.66 -0.50 -1.206
P 2.10 -0.99 0.15 -0.097
H -1.28 -0.89 -1.53 0.280
H -0.52 -1.68 0.07 0.346
H 1.22 -0.47 -2.03 0.375
H 0.90 0.71 1.38 0.450
H -0.17 -0.49 2.07 0.347
H -0.64 1.10 2.00 0.538
H -0.50 2.13 -1.12 0.284
H -1.70 2.23 0.21 0.419
H -2.21 1.50 -1.12 0.304
H 3.15 -1.75 -0.46 0.070
H 1.44 -2.03 0.98 0.014
```

***

## x
C5H11P | ωB97M-V with the def2-TZVPD basis set

Properties
Lowest unoccupied orbital energy in eV: 1.01
Frontier orbital gap in eV: 10.2
Total charge: 0
SMILES string: CC1(C)C[C@@H]1P
Multiplicity: 1

```
17
Properties=species:S:1:pos:R:3:mulliken_charge:R:1
C 1.29 0.11 1.01 -1.768
C 0.30 0.23 -0.18 1.338
C 1.01 0.57 -1.54 -1.441
C -1.12 0.75 -0.18 -0.769
C -0.86 -0.74 -0.27 -0.516
P -1.24 -1.90 1.24 -0.025
H 2.04 0.97 0.85 0.402
H 1.73 -0.84 1.06 0.390
H 0.83 0.29 1.98 0.447
H 2.11 0.26 -1.44 0.346
H 1.19 1.66 -1.58 0.342
H 0.39 0.05 -2.34 0.342
H -1.41 1.20 -1.12 0.257
H -1.52 1.23 0.67 0.287
H -1.01 -1.29 -1.20 0.331
H -2.69 -1.76 0.92 0.044
H -1.02 -0.78 2.11 -0.006
```

***

## y
C5H11P | ωB97M-V with the def2-TZVPD basis set

Properties
Lowest unoccupied orbital energy in eV: 0.07
Frontier orbital gap in eV: 9.6
Total charge: 0
SMILES string: C=CCC.C=P
Multiplicity: 1

```
17
Properties=species:S:1:pos:R:3:mulliken_charge:R:1
C 0.77 -1.75 -0.47 -0.653
C 1.59 -0.86 0.09 -0.226
C 1.05 0.42 0.51 0.428
C 1.62 1.61 -0.22 -1.120
H 1.27 -2.61 -0.83 0.297
H -0.34 -1.77 -0.26 0.196
H 2.67 -0.92 0.04 0.313
H 1.23 0.55 1.53 0.256
H -0.06 0.34 0.40 -0.499
H 1.37 2.56 0.28 0.306
H 2.80 1.55 -0.07 0.255
H 1.50 1.76 -1.24 0.363
C -3.32 -0.31 0.56 -0.448
P -2.45 0.76 -0.39 -0.047
H -3.27 -0.16 1.59 0.286
H -3.92 -1.18 0.19 0.258
H -2.52 0.01 -1.72 0.033
```

***

It is x that is most stable; the runner-up trails by 90.7 kJ/mol.

***

## w
C3H3ClO | ωB97M-V with the def2-TZVPD basis set

Properties
Lowest unoccupied orbital energy in eV: 0.43
Frontier orbital gap in eV: 10.1
Total charge: 0
Multiplicity: 1

```
8
Properties=species:S:1:pos:R:3:mulliken_charge:R:1
C 1.82 1.22 -0.01 -0.192
C 1.09 2.54 0.32 -0.208
C 1.91 0.00 0.85 -0.338
O 0.39 1.70 -0.29 -0.104
Cl 1.70 -1.45 -0.26 -0.190
H 2.23 1.26 -0.91 0.437
H 1.22 0.07 1.67 0.306
H 2.92 0.02 1.26 0.290
```

***

## x
C3H3ClO | ωB97M-V with the def2-TZVPD basis set

Properties
Lowest unoccupied orbital energy in eV: 1.03
Frontier orbital gap in eV: 10.7
Total charge: 0
Multiplicity: 1

```
8
Properties=species:S:1:pos:R:3:mulliken_charge:R:1
C -2.70 0.87 -1.74 0.100
C 0.80 0.04 1.14 -0.483
C 0.89 -0.31 -0.17 -0.197
O -2.49 0.61 -0.65 -0.101
Cl -0.09 -1.25 -1.13 -0.160
H 1.80 0.38 1.41 0.240
H 0.06 -0.35 1.87 0.276
H 1.73 0.01 -0.73 0.326
```

***

## y
C3H3ClO | ωB97M-V with the def2-TZVPD basis set

Properties
Lowest unoccupied orbital energy in eV: -0.67
Frontier orbital gap in eV: 9.5
Total charge: 0
SMILES string: CC#COCl
Multiplicity: 1

```
8
Properties=species:S:1:pos:R:3:mulliken_charge:R:1
C -0.13 0.14 0.21 -1.017
C -1.57 0.39 -0.03 -0.138
C -2.67 0.68 -0.35 0.556
O -4.43 0.84 -0.43 -0.225
Cl -4.95 -0.53 0.23 0.031
H 0.56 0.49 -0.60 0.285
H 0.22 0.40 1.29 0.244
H -0.12 -0.93 -0.07 0.264
```

***

It is x that is most stable; the runner-up trails by 225.0 kJ/mol.

***

## w
C4H7Cl | ωB97M-V with the def2-TZVPD basis set

Properties
Lowest unoccupied orbital energy in eV: 0.98
Frontier orbital gap in eV: 10.6
Total charge: 0
SMILES string: CC1(Cl)CC1
Multiplicity: 1

```
12
Properties=species:S:1:pos:R:3:mulliken_charge:R:1
C -0.59 1.52 0.11 -1.045
C -0.21 0.13 -0.10 0.546
Cl 1.59 -0.20 -0.05 -0.223
C -1.10 -0.81 0.77 -0.771
C -1.38 -0.63 -0.69 -0.284
H 0.07 2.22 0.82 0.299
H -1.69 1.51 0.36 0.271
H -0.36 2.20 -0.86 0.260
H -0.53 -1.64 1.25 0.250
H -1.62 -0.43 1.54 0.255
H -2.19 -0.20 -1.41 0.226
H -0.98 -1.47 -1.35 0.217
```

***

## x
C4H7Cl | ωB97M-V with the def2-TZVPD basis set

Properties
Lowest unoccupied orbital energy in eV: 1.20
Frontier orbital gap in eV: 10.8
Total charge: 0
SMILES string: C[C@@H]1C[C@H]1Cl
Multiplicity: 1

```
12
Properties=species:S:1:pos:R:3:mulliken_charge:R:1
C -0.90 -0.68 2.05 -1.343
C -0.73 -0.52 0.62 0.427
C 0.25 -1.31 -0.18 -0.928
C 0.39 0.19 0.13 0.005
Cl 0.50 1.14 -1.34 -0.223
H -0.09 -1.29 2.47 0.319
H -1.83 -1.26 2.16 0.337
H -1.13 0.27 2.54 0.320
H -1.67 -0.29 0.03 0.297
H 0.00 -1.45 -1.18 0.329
H 0.92 -2.12 0.30 0.179
H 1.17 0.74 0.77 0.282
```

***

## y
C4H7Cl | ωB97M-V with the def2-TZVPD basis set

Properties
Lowest unoccupied orbital energy in eV: 1.01
Frontier orbital gap in eV: 11.0
Total charge: 0
SMILES string: C[C@@H]1C[C@H]1Cl
Multiplicity: 1

```
12
Properties=species:S:1:pos:R:3:mulliken_charge:R:1
C 0.88 -0.78 0.71 -1.161
C -0.42 -0.48 0.12 0.053
C -0.25 0.33 -1.15 -0.773
C -0.64 1.04 0.19 -0.088
Cl -2.12 2.19 0.22 -0.207
H 1.04 -1.88 0.37 0.264
H 1.15 -0.74 1.90 0.265
H 1.61 0.05 0.09 0.299
H -1.21 -1.11 0.20 0.529
H -0.99 0.24 -1.80 0.344
H 0.74 -0.32 -1.70 0.229
H 0.22 1.46 0.86 0.246
```

***

It is x that is most stable; the runner-up trails by 90.2 kJ/mol.

***

## w
C4H7N2S | ωB97M-V with the def2-TZVPD basis set

Properties
Lowest unoccupied orbital energy in eV: -4.46
Frontier orbital gap in eV: 9.7
Total charge: +1
Multiplicity: 1

```
14
Properties=species:S:1:pos:R:3:mulliken_charge:R:1
C 1.16 0.03 -1.31 -0.225
C 0.37 1.90 -0.05 0.132
C 0.28 -0.39 -0.31 0.408
C -0.18 -1.83 -0.14 -1.025
N -0.19 0.71 0.40 0.465
N -1.01 0.59 1.46 -0.873
S 1.43 1.76 -1.31 0.027
H 1.71 -0.56 -2.13 0.335
H 0.24 2.85 0.52 0.326
H 0.34 -2.31 0.72 0.282
H -1.31 -2.15 -0.05 0.343
H 0.13 -2.19 -1.07 0.332
H -1.02 1.41 1.92 0.207
H -1.95 0.18 1.34 0.268
```

***

## x
C4H7N2S | ωB97M-V with the def2-TZVPD basis set

Properties
Lowest unoccupied orbital energy in eV: -4.49
Frontier orbital gap in eV: 8.9
Total charge: +1
Multiplicity: 1

```
14
Properties=species:S:1:pos:R:3:mulliken_charge:R:1
C 2.07 1.15 -0.40 -0.274
C 0.81 1.53 -0.66 -0.324
C 0.74 -0.30 0.60 -0.125
C -2.61 -1.25 0.11 -0.720
N 2.04 -0.04 0.31 -0.043
N -0.05 0.60 -0.04 0.049
S -1.70 0.96 0.06 0.032
H 3.02 1.48 -0.74 0.411
H 0.53 2.31 -1.34 0.399
H 0.43 -1.15 1.13 0.393
H -3.71 -1.20 -0.12 0.346
H -2.36 -1.56 1.25 0.292
H -1.99 -1.83 -0.64 0.298
H 2.78 -0.71 0.47 0.266
```

***

It is w that is most stable; the runner-up trails by 45.0 kJ/mol.

***

## w
C4H7N2S | ωB97M-V with the def2-TZVPD basis set

Properties
Lowest unoccupied orbital energy (spin up / spin down) in eV: -6.43 / -6.47
Frontier orbital gap (spin up / spin down) in eV: 7.3 / 7.3
Total charge: +1
Multiplicity: 1

```
14
Properties=species:S:1:pos:R:3:mulliken_charge:R:1
C 0.05 0.90 0.27 0.200
C 0.26 -0.63 -0.75 -0.521
C 1.89 -0.67 1.29 -0.797
C -1.77 0.93 -1.43 -0.685
N 0.70 -0.27 0.56 0.233
N -0.80 0.30 -0.61 0.237
S -0.67 -3.34 0.48 0.067
H 0.11 2.00 0.67 0.330
H 1.88 -1.71 1.23 0.305
H 2.77 -0.29 0.94 0.352
H 1.61 -0.57 2.30 0.393
H -1.74 2.06 -1.38 0.283
H -2.84 0.60 -1.14 0.263
H -1.45 0.69 -2.43 0.341
```

***

## x
C4H7N2S | ωB97M-V with the def2-TZVPD basis set

Properties
Lowest unoccupied orbital energy in eV: -3.58
Frontier orbital gap in eV: 10.8
Total charge: +1
Multiplicity: 1

```
14
Properties=species:S:1:pos:R:3:mulliken_charge:R:1
C 0.50 1.33 -0.07 -0.060
C -3.23 -0.05 0.21 -0.059
C 1.52 -0.72 -0.13 -0.546
C 0.01 -0.92 0.05 -0.480
N 1.68 0.77 -0.29 -0.232
N -0.45 0.48 0.24 0.015
S -4.69 -0.09 0.21 -0.047
H 0.26 2.38 -0.03 0.404
H 1.99 -0.78 0.82 0.329
H 1.86 -1.38 -0.86 0.348
H -0.35 -1.36 -0.92 0.308
H -0.27 -1.53 0.84 0.405
H 2.62 1.28 -0.16 0.325
H -1.45 0.59 0.10 0.291
```

***

It is x that is most stable; the runner-up trails by 583.4 kJ/mol.

***

## w
C4H9ClNOP | ωB97M-V with the def2-TZVPD basis set

Properties
Lowest unoccupied orbital energy in eV: 0.29
Frontier orbital gap in eV: 10.3
Total charge: 0
SMILES string: C=C[P@](=O)(Cl)N(C)C
Multiplicity: 1

```
17
Properties=species:S:1:pos:R:3:mulliken_charge:R:1
C -2.73 -1.04 0.45 -0.588
C -1.47 -1.25 0.39 -0.201
P -0.63 0.00 -0.66 0.776
O -1.50 0.93 -1.33 -0.642
Cl 0.35 -1.25 -2.38 -0.356
N 0.67 0.68 0.24 -0.053
C 1.33 1.89 -0.24 -0.839
C 1.59 -0.40 0.58 -0.920
H -3.36 -1.69 0.96 0.286
H -3.13 -0.10 0.21 0.303
H -1.13 -2.29 0.50 0.308
H 2.20 2.14 0.48 0.295
H 1.76 1.61 -1.17 0.390
H 0.70 2.79 -0.18 0.259
H 0.92 -1.18 0.94 0.291
H 2.16 -0.78 -0.29 0.369
H 2.25 -0.08 1.51 0.323
```

***

## x
C4H9ClNOP | ωB97M-V with the def2-TZVPD basis set

Properties
Lowest unoccupied orbital energy in eV: -1.67
Frontier orbital gap in eV: 6.9
Total charge: 0
Multiplicity: 1

```
17
Properties=species:S:1:pos:R:3:mulliken_charge:R:1
C -1.42 2.59 0.60 -0.581
C -0.95 1.36 0.88 0.010
C 1.56 -1.17 -1.40 -0.925
C 0.69 -1.36 0.87 -0.697
N 0.86 -0.55 -0.27 0.200
O -0.08 1.49 -1.64 -0.613
P -0.25 0.60 -0.50 0.703
Cl -2.79 -1.53 -0.07 -0.607
H -2.15 3.16 1.19 0.242
H -1.22 3.18 -0.30 0.265
H -1.35 0.80 1.74 0.273
H 2.62 -1.13 -1.03 0.362
H 1.23 -2.18 -1.48 0.289
H 1.62 -0.52 -2.23 0.360
H 1.45 -1.42 1.66 0.269
H -0.21 -0.95 1.47 0.146
H 0.38 -2.37 0.52 0.303
```

***

It is w that is most stable; the runner-up trails by 172.0 kJ/mol.